This record from the Open Molecules 2025 dataset describes one molecule with the formula C15H19N3O2S2. The level of theory is ωB97M-V/def2-TZVPD.

Values from the calculation:
Spin multiplicity: 1
Total energy in hartree: -1694.10737
Structure (SMILES): CC[C@H]1CCCCN1C(=O)CSc1nnc(-c2cccs2)o1
HOMO-LUMO gap in Ha: 0.3208
Energy relative to the best compared isomer or geometry (same formula, charge and spin) in eV: 0.000

The geometry in XYZ format:
```
41
C15H19N3O2S2 | the Open Molecules 2025 dataset | ωB97M-V/def2-TZVPD
C -2.365 0.875 4.240
C -2.294 1.789 3.023
C -1.500 1.150 1.878
C -1.408 2.041 0.633
C -0.472 3.228 0.846
C 0.895 2.728 1.300
C 0.743 1.865 2.554
N -0.155 0.762 2.293
C 0.168 -0.544 2.250
O -0.630 -1.410 1.937
C 1.597 -0.949 2.588
S 2.735 -0.395 1.263
C 1.824 -1.060 -0.062
N 1.676 -2.301 -0.383
N 0.858 -2.336 -1.439
C 0.541 -1.105 -1.726
C -0.309 -0.654 -2.776
C -0.607 0.642 -3.119
C -1.488 0.715 -4.210
C -1.844 -0.515 -4.675
S -1.113 -1.794 -3.796
O 1.134 -0.229 -0.879
H -1.375 0.717 4.664
H -2.769 -0.095 3.961
H -3.001 1.310 5.006
H -1.861 2.748 3.310
H -3.303 1.982 2.655
H -2.005 0.216 1.606
H -2.407 2.384 0.363
H -1.027 1.434 -0.192
H -0.887 3.902 1.598
H -0.376 3.792 -0.084
H 1.560 3.565 1.517
H 1.349 2.129 0.509
H 1.718 1.502 2.869
H 0.327 2.470 3.366
H 1.640 -2.038 2.627
H 1.967 -0.523 3.518
H -0.199 1.496 -2.609
H -1.842 1.639 -4.631
H -2.499 -0.744 -5.492
```

Mulliken population analysis, charges in e, atoms 1 to 8: atom 1 (C): -1.3316, atom 2 (C): -0.6891, atom 3 (C): -0.3748, atom 4 (C): -0.5186, atom 5 (C): -0.8687, atom 6 (C): -0.2907, atom 7 (C): -1.0389, atom 8 (N): 0.2376

This record from the Open Molecules 2025 dataset describes C11H19N2OPPr as an isolated structure. The level of theory is ωB97M-V/def2-TZVPD.

Values from the calculation:
Spin multiplicity: 3
Total energy in hartree: -1473.34315
⟨S²⟩: 2.006
HOMO-LUMO gap (spin up / spin down) in Ha: 0.2931 / 0.2951
Total charge: +1

The geometry in XYZ format:
```
35
C11H19N2OPPr | the Open Molecules 2025 dataset | ωB97M-V/def2-TZVPD
Pr -0.256 0.630 0.181
H 1.072 3.120 0.176
H 1.050 3.023 -0.585
P -0.252 -0.277 -2.481
C 1.035 -1.183 -3.312
H 0.797 -1.364 -4.356
H 1.983 -0.649 -3.260
H 1.179 -2.142 -2.815
C -1.805 -1.107 -2.906
H -2.658 -0.550 -2.511
H -1.923 -1.227 -3.984
H -1.825 -2.093 -2.434
C -0.366 1.304 -3.372
H 0.571 1.863 -3.297
H -0.594 1.162 -4.428
H -1.144 1.942 -2.942
C 2.219 -0.653 -0.045
O 3.307 -1.010 0.035
H -2.259 0.757 -0.095
H -0.364 -1.610 0.146
N 1.389 -0.206 4.406
C 1.176 -0.615 3.145
N 0.605 0.367 2.431
C 0.445 1.466 3.283
C -0.106 2.721 3.016
C -0.136 3.636 4.076
C 0.361 3.284 5.340
C 0.907 2.011 5.580
C 0.940 1.119 4.530
H 1.814 -0.787 5.132
H 1.411 -1.592 2.748
H -0.482 2.951 2.015
H -0.549 4.639 3.927
H 0.311 4.032 6.135
H 1.296 1.702 6.542
```

Mulliken population analysis, charges in e, atoms 1 to 8: atom 1 (Pr): 0.4023, atom 2 (H): 0.0678, atom 3 (H): 0.0508, atom 4 (P): 0.8109, atom 5 (C): -1.2076, atom 6 (H): 0.3962, atom 7 (H): 0.3560, atom 8 (H): 0.3396

This record from the Open Molecules 2025 dataset describes a 2-piece molecular cluster, CH9N5 overall. The level of theory is ωB97M-V/def2-TZVPD.

Values from the calculation:
Spin multiplicity: 1
Total energy in hartree: -316.41394
HOMO-LUMO gap in Ha: 0.2797
Energy relative to the best compared isomer or geometry (same formula, charge and spin) in eV: 7.555
Total charge: +2

The geometry in XYZ format:
```
15
CH9N5 | the Open Molecules 2025 dataset | ωB97M-V/def2-TZVPD
C 0.506 -1.664 0.921
N 0.519 -0.236 1.500
N 0.763 -0.367 0.149
N -1.665 1.443 -2.856
N 1.192 0.533 2.384
N -1.290 0.467 -2.211
H 1.392 -2.346 1.013
H -0.500 -2.125 0.845
H -0.556 -0.041 1.715
H 1.721 -0.313 -0.098
H -1.890 2.331 -2.357
H -2.040 1.451 -3.807
H 0.833 0.677 3.332
H 2.223 0.621 2.385
H -1.208 -0.433 -2.915
```

Mulliken population analysis, charges in e, atoms 1 to 8: atom 1 (C): -0.1132, atom 2 (N): 0.4444, atom 3 (N): -0.4318, atom 4 (N): -0.0086, atom 5 (N): -0.6452, atom 6 (N): -0.0227, atom 7 (H): 0.2938, atom 8 (H): 0.2315

This record from the Open Molecules 2025 dataset describes C4H8AlO3 as an isolated structure. The level of theory is ωB97M-V/def2-TZVPD.

Values from the calculation:
Spin multiplicity: 1
Total energy in hartree: -625.05406
HOMO-LUMO gap (spin up / spin down) in Ha: 0.2455 / 0.2454
Energy relative to the best compared isomer or geometry (same formula, charge and spin) in eV: 0.695
Total charge: +1

The geometry in XYZ format:
```
16
C4H8AlO3 | the Open Molecules 2025 dataset | ωB97M-V/def2-TZVPD
O -2.532 -1.353 -0.256
C -2.334 -1.163 0.994
O -1.087 -0.529 1.273
C -0.859 0.805 0.830
C 0.543 0.895 0.277
O 0.764 -0.121 -0.687
C 2.064 -0.125 -1.252
Al -0.779 -1.175 -1.316
H -2.373 -2.043 1.666
H -0.940 1.476 1.695
H -1.600 1.103 0.074
H 1.275 0.750 1.088
H 0.690 1.887 -0.181
H 2.114 -0.959 -1.962
H 2.241 0.821 -1.784
H 2.812 -0.268 -0.459
```

Mulliken population analysis, charges in e, atoms 1 to 8: atom 1 (O): -0.2920, atom 2 (C): 0.3379, atom 3 (O): -0.3664, atom 4 (C): -0.6845, atom 5 (C): -0.3391, atom 6 (O): -0.0014, atom 7 (C): -0.7035, atom 8 (Al): 0.2367

This record from the Open Molecules 2025 dataset describes C43H30N11SW as an isolated structure. The level of theory is ωB97M-V/def2-TZVPD.

Values from the calculation:
Spin multiplicity: 1
Total energy in hartree: -2723.99058
HOMO-LUMO gap (spin up / spin down) in Ha: 0.1493 / 0.1492
Total charge: +1

The geometry in XYZ format:
```
86
C43H30N11SW | the Open Molecules 2025 dataset | ωB97M-V/def2-TZVPD
W 0.025 -0.017 -0.615
C -4.940 -2.637 2.943
C -4.110 -3.755 3.037
C -2.818 -3.742 2.542
C -2.366 -2.570 1.942
C -1.138 -2.190 1.297
N 0.064 -2.733 1.425
C 1.046 -2.277 0.691
C 3.150 -1.024 0.698
C 4.130 -0.398 1.422
C 4.986 0.519 0.879
C 4.900 0.772 -0.496
C 3.859 0.241 -1.233
C 2.930 -0.625 -0.635
C 1.761 -1.169 -1.312
N 1.815 -1.445 -2.683
C 0.875 -0.871 -3.342
N -0.036 -0.070 -2.666
C -0.611 0.796 -3.578
N -1.299 1.856 -3.280
C -1.733 2.089 -2.033
N -1.540 1.249 -0.967
C -2.438 1.618 0.025
N -2.900 0.801 0.953
C -2.480 -0.417 1.153
N -1.251 -0.940 0.766
C -3.209 -1.435 1.861
C -4.502 -1.462 2.363
C -3.034 2.870 -0.330
C -3.886 3.733 0.352
C -4.293 4.879 -0.296
C -3.891 5.152 -1.609
C -3.049 4.308 -2.301
C -2.598 3.162 -1.649
C -0.174 0.421 -4.911
C -0.471 0.943 -6.159
C 0.159 0.373 -7.256
C 1.039 -0.696 -7.114
C 1.332 -1.233 -5.868
C 0.725 -0.657 -4.769
N 0.840 -1.870 -0.574
H -5.950 -2.698 3.320
H -4.488 -4.654 3.503
H -2.187 -4.614 2.609
H 3.512 -1.569 2.915
H 5.743 1.000 1.476
H 5.641 1.398 -0.975
H 3.772 0.455 -2.290
H -5.139 -0.594 2.281
H -4.208 3.503 1.355
H -4.947 5.574 0.209
H -4.247 6.052 -2.085
H -2.742 4.512 -3.315
H -1.150 1.774 -6.258
H -0.036 0.764 -8.243
H 1.500 -1.116 -7.994
H 2.010 -2.063 -5.748
S 3.166 -3.911 3.280
C 3.551 -4.354 1.644
C 3.177 -3.486 0.718
C 2.460 -2.254 1.230
C 2.623 -2.240 2.765
C 1.504 -1.711 3.605
C 1.326 -2.231 4.886
C 0.314 -1.744 5.689
C -0.500 -0.744 5.181
C -0.232 -0.271 3.911
N 0.755 -0.707 3.131
H 4.048 -5.295 1.498
H 3.312 -3.623 -0.343
H 1.975 -3.018 5.238
H 0.168 -2.125 6.684
H -1.308 -0.320 5.754
H -0.868 0.503 3.498
N 1.226 1.957 -1.326
C 1.792 2.724 -0.205
C 0.723 2.801 0.882
N 0.263 1.433 1.190
H 1.977 1.730 -1.982
H 0.562 2.555 -1.838
H 2.099 3.732 -0.513
H 2.670 2.192 0.183
H -0.133 3.379 0.512
H 1.130 3.305 1.765
H -0.636 1.504 1.682
H 0.900 0.950 1.851
```

Mulliken population analysis, charges in e, atoms 1 to 8: atom 1 (W): 1.3423, atom 2 (C): -0.6642, atom 3 (C): -0.6482, atom 4 (C): -0.5996, atom 5 (C): 0.3805, atom 6 (C): -0.5295, atom 7 (N): -0.3367, atom 8 (C): -0.2719

This record from the Open Molecules 2025 dataset describes C22H25O3Ru as an isolated structure. The level of theory is ωB97M-V/def2-TZVPD.

Values from the calculation:
Spin multiplicity: 5
Total energy in hartree: -1173.66956
⟨S²⟩: 6.039
HOMO-LUMO gap (spin up / spin down) in Ha: 0.1790 / 0.2403
Total charge: -1

The geometry in XYZ format:
```
51
C22H25O3Ru | the Open Molecules 2025 dataset | ωB97M-V/def2-TZVPD
Ru 0.041 0.444 0.339
C 1.859 0.391 1.610
C 2.257 -0.514 0.580
C 2.145 0.153 -0.675
H 2.588 -1.535 0.734
C 1.664 1.477 -0.435
C 1.527 1.649 1.001
H 1.232 2.546 1.530
H 1.841 0.201 2.687
H 2.414 -0.240 -1.642
H 1.526 2.256 -1.191
C -2.164 0.195 0.974
C -1.457 1.362 1.447
C -1.099 2.131 0.286
H -1.236 1.607 2.489
C -1.498 1.396 -0.875
C -2.176 0.221 -0.449
H -2.618 -0.530 -1.089
H -2.599 -0.576 1.606
H -0.627 3.116 0.288
H -1.373 1.732 -1.918
O 0.043 -1.810 -0.858
C -0.265 -0.557 -4.354
C 0.346 -1.809 -3.693
C 0.562 0.663 -4.128
C -1.733 -0.526 -4.180
C 0.413 -2.319 -2.063
H 1.417 -1.847 -3.992
H -0.229 -2.662 -4.110
H -0.196 -3.239 -2.063
H 1.480 -2.602 -1.950
H 0.763 1.318 -4.997
H 1.531 0.326 -3.722
H 0.017 1.281 -3.380
H -2.364 -0.637 -5.082
H -2.035 0.411 -3.689
H -1.971 -1.389 -3.526
O -0.189 -4.012 2.452
C -0.186 -2.784 2.335
O -0.421 -1.988 1.385
C 0.133 -1.980 3.564
C -0.737 -0.971 3.980
C -0.433 -0.249 5.130
C 0.758 -0.533 5.819
C 1.630 -1.533 5.374
C 1.329 -2.253 4.222
H -1.673 -0.810 3.436
H -1.135 0.507 5.489
H 0.998 0.026 6.725
H 2.542 -1.789 5.922
H 1.949 -3.065 3.834
```

Mulliken population analysis, charges in e, atoms 1 to 8: atom 1 (Ru): 0.0483, atom 2 (C): 0.3885, atom 3 (C): -0.7959, atom 4 (C): -0.3194, atom 5 (H): 0.2826, atom 6 (C): -0.5508, atom 7 (C): -1.2152, atom 8 (H): 0.6171

This record from the Open Molecules 2025 dataset describes a 7-piece molecular cluster, C33H41F18O16P overall. The level of theory is ωB97M-V/def2-TZVPD.

Values from the calculation:
Spin multiplicity: 1
Total energy in hartree: -4624.94420
Structure (SMILES): O=C(O)C[PH3]OC(=O)c1ccccc1.CCOC(=O)C(F)(F)F.CCOC(=O)C(F)(F)F.CCOC(=O)C(F)(F)F.CCOC(=O)C(F)(F)F.CCOC(=O)C(F)(F)F.CCOC(=O)C(F)(F)F
HOMO-LUMO gap in Ha: 0.3685

The geometry in XYZ format:
```
109
C33H41F18O16P | the Open Molecules 2025 dataset | ωB97M-V/def2-TZVPD
O 1.827 1.217 5.404
C 1.436 1.720 4.386
O 1.188 0.926 3.303
C 1.170 3.206 4.263
P -0.193 3.746 3.037
O -1.458 4.284 1.910
C -2.317 3.318 1.512
O -2.128 2.667 0.514
C -3.495 3.105 2.407
C -4.068 1.838 2.469
C -5.150 1.611 3.307
C -5.655 2.650 4.078
C -5.089 3.917 4.004
C -4.001 4.152 3.175
H 1.496 1.354 2.493
H 0.849 3.511 5.262
H 2.110 3.721 4.047
H 0.266 2.903 2.018
H 0.244 5.068 3.036
H -1.183 3.406 3.970
H -3.659 1.033 1.872
H -5.584 0.621 3.367
H -6.490 2.479 4.746
H -5.495 4.723 4.601
H -3.544 5.132 3.130
C -4.337 3.881 -1.337
C -5.716 3.578 -0.800
O -6.675 4.601 -1.161
C -7.146 4.551 -2.393
O -6.886 3.752 -3.243
C -8.165 5.689 -2.602
F -7.693 6.859 -2.162
F -9.298 5.423 -1.940
F -8.455 5.814 -3.895
H -4.004 4.866 -1.003
H -3.630 3.134 -0.983
H -4.326 3.881 -2.427
H -5.713 3.572 0.288
H -6.079 2.609 -1.140
C 3.912 -0.961 4.327
C 4.100 -2.435 4.048
O 5.190 -2.676 3.126
C 6.407 -2.615 3.636
O 6.715 -2.395 4.768
C 7.439 -2.921 2.531
F 7.180 -2.224 1.417
F 7.401 -4.224 2.218
F 8.667 -2.621 2.932
H 3.769 -0.416 3.394
H 3.043 -0.807 4.961
H 4.784 -0.543 4.830
H 3.220 -2.846 3.560
H 4.267 -2.997 4.964
C 0.934 -0.044 9.755
C 1.099 -0.278 8.269
O 1.888 -1.459 8.006
C 1.267 -2.618 8.126
O 0.124 -2.806 8.419
C 2.248 -3.755 7.776
F 3.421 -3.596 8.394
F 2.475 -3.754 6.450
F 1.753 -4.936 8.115
H 1.908 0.015 10.241
H 0.399 0.890 9.925
H 0.374 -0.852 10.224
H 1.648 0.533 7.802
H 0.139 -0.367 7.762
C 6.140 -5.610 -0.417
C 6.258 -5.693 -1.922
O 7.038 -6.833 -2.341
C 6.414 -7.998 -2.330
O 5.276 -8.209 -2.031
C 7.371 -9.102 -2.827
F 8.560 -9.021 -2.225
F 7.560 -8.971 -4.148
F 6.859 -10.303 -2.594
H 7.128 -5.597 0.041
H 5.610 -4.701 -0.132
H 5.598 -6.466 -0.016
H 6.787 -4.824 -2.307
H 5.280 -5.724 -2.403
C -8.318 5.206 -6.714
C -8.725 5.619 -8.111
O -7.664 6.328 -8.788
C -6.694 5.583 -9.291
O -6.602 4.393 -9.262
C -5.662 6.490 -9.994
F -5.325 7.530 -9.225
F -6.177 6.965 -11.136
F -4.561 5.807 -10.283
H -7.989 6.077 -6.153
H -9.157 4.744 -6.199
H -7.495 4.493 -6.740
H -9.554 6.322 -8.079
H -9.033 4.766 -8.716
C 3.778 -6.185 -7.063
C 4.051 -5.784 -5.631
O 4.332 -4.373 -5.510
C 3.285 -3.565 -5.538
O 2.136 -3.872 -5.645
C 3.757 -2.107 -5.361
F 4.790 -1.830 -6.161
F 4.147 -1.910 -4.093
F 2.773 -1.261 -5.634
H 4.609 -5.893 -7.705
H 3.646 -7.264 -7.127
H 2.877 -5.704 -7.441
H 4.943 -6.284 -5.258
H 3.222 -6.050 -4.975
```

Mulliken population analysis, charges in e, atoms 1 to 8: atom 1 (O): -0.4733, atom 2 (C): 0.6557, atom 3 (O): -0.4832, atom 4 (C): -1.0914, atom 5 (P): 0.6282, atom 6 (O): -0.4261, atom 7 (C): 0.1573, atom 8 (O): -0.6541

This record from the Open Molecules 2025 dataset describes C11H37N4O16S3 as an isolated structure. The level of theory is ωB97M-V/def2-TZVPD.

Values from the calculation:
Spin multiplicity: 1
Total energy in hartree: -3057.72927
HOMO-LUMO gap in Ha: 0.2726
Energy relative to the best compared isomer or geometry (same formula, charge and spin) in eV: 0.000
Total charge: +3

The geometry in XYZ format:
```
71
C11H37N4O16S3 | the Open Molecules 2025 dataset | ωB97M-V/def2-TZVPD
N -2.341 3.109 -1.400
H -3.325 3.360 -1.317
H -1.723 3.897 -1.179
H -2.209 2.815 -2.376
H -2.127 2.362 -0.679
N -3.502 -0.172 -1.480
H -3.863 -1.025 -1.044
H -3.295 -0.386 -2.461
H -2.640 0.096 -0.963
H -4.212 0.544 -1.358
N -3.776 3.204 1.672
H -4.317 2.909 2.489
H -3.630 4.215 1.661
H -4.318 2.910 0.864
H -2.883 2.627 1.694
N -3.479 -0.494 2.562
H -3.927 -1.100 1.871
H -2.850 0.100 1.925
H -3.027 -1.077 3.267
H -4.198 0.122 2.935
C -0.642 0.910 0.803
O -2.036 1.218 0.806
H -0.453 -0.156 0.976
H -0.142 1.135 -0.141
H -0.149 1.449 1.618
C 2.241 -2.276 -2.118
C 1.830 -0.907 -2.582
C 1.612 -0.760 -4.081
O 0.502 0.130 -4.150
C -0.069 0.298 -2.980
O -1.070 0.941 -2.738
O 0.589 -0.384 -2.019
H 2.346 -2.338 -1.038
H 3.209 -2.442 -2.594
H 1.520 -3.026 -2.445
H 2.529 -0.123 -2.274
H 1.392 -1.691 -4.605
H 2.517 -0.358 -4.531
C 2.159 3.695 0.752
C 2.167 5.059 0.013
O 2.551 4.690 -1.315
S 1.780 3.348 -1.685
O 2.476 2.685 -2.712
O 0.376 3.624 -1.765
O 2.104 2.680 -0.263
H 1.339 3.563 1.460
H 3.066 3.536 1.333
H 2.953 5.727 0.349
H 1.193 5.545 0.016
C 2.786 -0.686 1.991
C 1.748 -1.417 2.849
O 2.299 -2.675 3.196
S 3.817 -2.842 2.585
O 3.896 -4.104 1.955
O 4.725 -2.366 3.555
O 3.571 -1.718 1.442
H 3.403 0.048 2.516
H 2.310 -0.124 1.183
H 0.851 -1.606 2.258
H 1.460 -0.806 3.706
C 0.778 -4.349 0.738
C -0.270 -5.289 0.182
O -1.526 -4.527 0.178
S -1.234 -2.983 0.233
O -1.714 -2.524 1.510
O -1.596 -2.200 -0.906
O 0.348 -3.069 0.230
H 1.758 -4.531 0.303
H 0.872 -4.335 1.823
H -0.386 -6.284 0.595
H -0.143 -5.403 -0.899
```

Mulliken population analysis, charges in e, atoms 1 to 8: atom 1 (N): -0.0316, atom 2 (H): 0.4386, atom 3 (H): 0.4089, atom 4 (H): 0.3662, atom 5 (H): -0.1457, atom 6 (N): -0.0730, atom 7 (H): 0.3834, atom 8 (H): 0.3858